# 1
Density functional theory data (wB97M-V/def2-TZVPD) for a structure of composition C7H7F2N2Ni2O12S2 at a distorted geometry.

Element x y z (Å)
1 Ni -2.114 2.808 -0.264
2 Ni 0.249 1.202 -1.133
3 S 1.546 1.111 -4.049
4 S 3.053 0.256 -2.517
5 F 0.075 1.730 -3.929
6 F 3.174 -0.234 -0.962
7 O 2.297 2.288 -4.554
8 O 3.342 -0.964 -3.209
9 O -2.241 -1.453 4.541
10 O 4.095 1.225 -2.641
11 O -1.722 0.965 -1.161
12 O 1.257 -0.010 -4.925
13 O -1.686 2.071 1.660
14 O -0.170 3.124 -0.729
15 O 0.689 0.933 0.683
16 O 0.548 -3.297 0.112
17 O 0.055 -1.464 -0.970
18 O 0.566 -2.236 3.979
19 N -0.230 -2.432 -0.224
20 N 1.660 0.788 -2.375
21 C 0.199 0.520 1.717
22 C -0.029 -1.253 3.371
23 C -1.431 -0.796 3.755
24 C -1.923 0.367 3.280
25 C -1.611 -2.410 0.355
26 C -1.214 1.070 2.207
27 C 0.754 -0.633 2.469
28 H -2.051 -3.383 0.573
29 H -1.520 -1.835 1.276
30 H 1.701 -1.072 2.194
31 H -2.911 0.713 3.543
32 H -2.250 -1.943 -0.395
33 H -2.447 0.320 -1.276
34 H 0.291 3.921 -0.402

Values from the calculation:
net charge: -2
total energy: -144108.75493 eV
multiplicity: 6
gap between HOMO and LUMO (alpha / beta): 0.1843 / 0.2210 Eh
lowest unoccupied orbital energy (alpha / beta): 4.3160 / 4.1241 eV

Results of the natural (NBO) charge analysis, in e, for atoms 1 through 5: Ni 0.79; Ni 1.61; S 2.34; S 2.45; F -0.50

---

# 2
Density functional theory data (wB97M-V/def2-TZVPD) for an isolated molecule of C7H7F2NO2 at a distorted geometry.

Element x y z (Å)
1 F 0.778 2.045 -0.704
2 F -2.318 -1.001 0.224
3 O 0.746 -2.259 -0.261
4 O 0.982 -1.348 -2.214
5 N 0.500 -1.421 -1.099
6 C 1.365 0.849 1.241
7 C 1.079 0.810 -0.238
8 C 0.650 0.123 2.138
9 C -1.224 0.451 -1.689
10 C -0.618 -0.504 1.799
11 C -1.078 -0.693 0.585
12 C -0.303 -0.282 -0.667
13 H 1.939 0.486 -0.828
14 H -1.158 -0.813 2.736
15 H -2.125 -0.178 -1.916
16 H -0.740 0.874 -2.703
17 H 2.071 1.510 1.645
18 H 1.056 -0.060 3.222
19 H -1.601 1.410 -1.271

Values from the calculation:
net charge: 0
total energy: -18387.26255 eV
structure (SMILES): C[C@]1([N+](=O)[O-])C(F)=CC=C[C@@H]1F
energy relative to the best compared isomer or geometry (same formula, charge and spin): 477.9 kJ/mol
gap between HOMO and LUMO: 0.3390 Eh
lowest unoccupied orbital energy: -0.0547 eV

Results of the natural (NBO) charge analysis, in e, for atoms 1 through 5: F -0.35; F -0.31; O -0.36; O -0.38; N 0.52

---

# 3
Density functional theory data (wB97M-V/def2-TZVPD) for a cluster of 2 separate species, C7H7F2NO2 in total at a distorted geometry.

Element x y z (Å)
1 F -2.297 2.348 -0.158
2 F 0.984 -0.396 1.787
3 O 2.111 1.746 -0.203
4 O 3.369 -0.141 0.058
5 N 2.247 0.570 -0.473
6 C -1.926 1.077 0.111
7 C -0.669 1.068 0.714
8 C 1.623 -0.183 -1.296
9 C -0.733 -1.296 0.560
10 C -1.989 -1.308 -0.013
11 C -0.145 -0.167 1.058
12 C -2.599 -0.114 -0.303
13 H -3.564 0.106 -0.782
14 H 3.754 0.252 0.823
15 H 0.641 0.045 -1.623
16 H 2.070 -1.081 -1.513
17 H -0.026 1.881 0.992
18 H -2.551 -2.091 -0.462
19 H -0.300 -2.320 0.722

Values from the calculation:
net charge: 0
total energy: -18387.76950 eV
structure (SMILES): C=[N+]([O-])O.Fc1cccc(F)c1
energy relative to the best compared isomer or geometry (same formula, charge and spin): 429.0 kJ/mol
gap between HOMO and LUMO: 0.3625 Eh
lowest unoccupied orbital energy: 0.7955 eV

Results of the natural (NBO) charge analysis, in e, for atoms 1 through 5: F -0.32; F -0.33; O -0.46; O -0.59; N 0.38

---

> Which formula does entry 3 have?

C7H7F2NO2

---

> Among the records above, which one has the lowest total energy?

C7H7F2N2Ni2O12S2